Here is a cluster of 13 separate species, C34H80N6O20 in total from the OMol25 dataset. Energies are from ωB97M-V/def2-TZVPD.

Geometry (Å):
O1 2.019 2.615 -2.530
H1 1.251 3.360 1.865
N1 -1.579 2.162 3.835
H2 4.807 -1.474 -1.115
C1 1.193 -0.092 -0.263
O2 -1.378 -2.613 0.018
H3 -0.306 -3.346 0.837
H4 4.961 3.719 -1.161
H5 0.174 5.341 1.288
N2 -1.305 0.768 -3.577
C2 2.505 -5.776 -0.538
H6 -5.616 -1.716 4.193
H7 0.762 1.184 -3.706
H8 -1.219 3.511 2.331
H9 5.540 -2.071 1.450
O3 6.492 -0.291 -1.272
H10 -3.738 3.730 4.107
C3 1.161 5.286 1.747
C4 -0.885 0.353 4.997
C5 1.293 6.506 2.647
H11 -2.694 0.881 2.369
H12 -0.257 2.474 5.448
C6 3.901 -0.283 -3.897
H13 3.392 -1.484 3.265
O4 4.759 -0.196 1.105
C7 -0.844 -1.543 -0.188
N3 0.376 -3.876 1.362
H14 4.685 0.206 -5.851
H15 2.624 0.756 2.430
H16 -3.080 -0.452 -3.586
H17 -2.419 4.020 -4.119
H18 -3.879 1.175 0.080
N4 -1.705 -0.110 3.968
H19 0.725 -3.368 2.162
H20 1.141 -4.154 0.765
O5 0.901 2.260 0.285
C8 -0.024 0.456 -3.849
H21 -2.021 -2.130 4.509
C9 0.074 -0.884 -4.232
H22 -5.418 -0.512 1.788
O6 -4.502 1.771 0.503
C10 -2.030 -1.476 3.637
H23 -2.487 -2.757 -5.150
H24 3.887 1.185 -1.447
O7 4.754 -1.842 -5.460
C11 -6.625 -2.123 2.515
H25 0.989 0.305 2.867
C12 -1.684 3.492 3.317
H26 -0.943 -3.423 -4.650
H27 -2.601 2.044 -2.534
O8 1.390 4.093 2.469
H28 -1.531 1.952 0.263
H29 0.806 5.636 4.315
H30 1.865 -4.508 -1.835
H31 -4.049 -3.733 -1.171
H32 -0.950 2.653 -2.649
H33 1.607 2.539 -1.666
C13 -3.164 3.982 3.216
C14 5.803 -1.411 -0.677
H34 1.406 -2.249 4.275
C15 4.114 3.037 -1.243
H35 1.205 -2.172 -0.722
O9 -2.966 -0.335 -0.191
O10 1.474 -2.302 3.319
H36 -1.202 -1.849 3.033
C16 0.619 -1.342 -0.358
H37 5.841 0.408 -1.177
H38 3.550 2.995 -0.311
H39 -0.436 -0.277 5.751
O11 3.388 -4.218 1.136
C17 -2.157 1.000 3.299
C18 -1.697 -0.217 -0.117
H40 2.823 -6.477 -1.309
H41 4.075 -0.362 0.453
C19 5.715 -1.184 0.841
H42 -2.728 -4.749 -1.092
O12 -5.769 -2.456 3.601
H43 -3.194 2.575 -4.658
C20 -1.737 2.131 -3.193
H44 -6.265 1.923 -2.392
H45 3.633 0.773 -3.928
H46 2.182 -6.377 0.312
C21 -5.831 1.370 -1.559
H47 4.096 -2.532 -5.346
O13 4.652 1.764 -1.462
H48 -1.475 2.907 -5.195
H49 3.960 -4.167 -0.888
H50 -3.968 -1.541 0.470
O14 1.492 -4.990 -1.094
H51 0.973 7.385 2.087
C22 2.396 -1.349 2.841
H52 6.636 -0.783 1.265
H53 -4.204 0.092 -1.325
C23 3.714 -4.886 -0.107
H54 -6.584 0.775 -1.043
H55 3.169 -0.543 -5.943
H56 -2.128 -3.143 -3.416
O15 2.471 -0.060 -0.671
H57 -5.831 3.158 -0.281
H58 -7.420 -1.442 2.819
H59 2.714 -0.776 -2.459
C24 -2.218 2.986 -4.402
H60 -2.963 -1.644 3.099
H61 -0.130 -4.659 1.749
H62 -1.077 4.081 4.005
H63 0.943 -1.445 -4.542
H64 2.657 4.398 -2.087
H65 2.419 1.358 4.588
C25 -1.742 -2.744 -4.354
H66 3.705 -4.718 1.891
N5 -1.203 -1.391 -4.168
H67 2.489 -1.425 1.757
H68 -7.024 -3.059 2.124
C26 3.127 3.473 -2.419
H69 4.613 -5.495 -0.007
H70 -4.098 -5.051 -0.161
C27 -2.010 -0.392 -3.721
H71 2.315 6.596 3.015
H72 -3.047 -3.739 0.076
H73 3.584 3.620 -3.397
H74 -3.353 5.045 3.065
H75 6.334 -2.347 -0.850
H76 1.829 5.374 0.890
C28 -0.978 1.041 0.086
O16 -4.578 -2.159 0.879
O17 2.355 0.411 4.438
C29 -5.762 -1.475 1.410
O18 0.471 6.362 3.782
O19 -4.733 0.519 -2.004
H77 4.834 -0.435 -3.355
C30 0.402 1.091 0.045
C31 -5.143 2.395 -0.644
H78 -3.593 3.489 2.344
C32 4.107 -0.596 -5.391
C33 -0.821 1.713 4.929
N6 -3.506 -4.351 -0.585
C34 2.039 0.113 3.088
O20 2.888 -1.093 -3.348
H79 -4.428 2.996 -1.206
H80 -6.309 -1.132 0.532

Summary:
LUMO level = -5.83 eV
Charge = +2
Frontier orbital gap = 0.2465 hartree
Strongest force on any atom = 6.5 eV/Å